C17H19Br2FN3O3OsS | ωB97M-V with the def2-TZVPD basis set

The calculation puts the total energy at -184628.3054 eV. As for the net charge: +3. Its multiplicity is 5. The expectation value of S² is 6.03. The energy relative to the best compared isomer or geometry (same formula, charge and spin) comes out at 0.0 kcal/mol. For the frontier orbital gap (alpha / beta), the calculation gives 8.0297 / 5.3273 eV. The value obtained for the HOMO energy (alpha / beta) is -17.866 / -17.976 eV.

Last column: Mulliken charge in e.
Geometry (Å):
Os1 -0.0892 -0.1848 0.0524  0.5220
Br1 1.0958 -0.2502 2.2979  -0.0088
C1 0.0429 -1.6998 3.1041  -0.3854
Br2 -1.2291 -2.3234 1.8106  0.0305
H1 -0.4635 -1.2974 3.9727  0.3969
H2 0.7491 -2.4882 3.3383  0.3969
C2 -4.6225 5.4844 -2.2674  -1.2389
C3 -5.3479 4.2162 -1.8468  -0.3058
C4 -6.5954 4.4221 -1.0107  -1.0609
C5 -6.2545 5.0434 0.3360  -0.9203
C6 -5.1548 4.3133 1.0316  0.7633
C7 -4.9665 4.4362 2.3905  -0.7079
C8 -3.9565 3.7152 3.0059  -0.0674
F1 -3.7691 3.8174 4.2844  -0.2326
C9 -3.0981 2.8298 2.3019  -0.5465
C10 -3.2507 2.6873 0.9392  0.3587
C11 -2.3827 1.7999 0.1816  1.8748
O1 -1.4957 1.1371 0.8090  -0.9248
C12 -2.5885 1.7465 -1.2214  -0.5435
C13 -3.5634 2.5314 -1.7692  -0.3835
N1 -4.3823 3.3500 -1.0580  0.0121
C14 -4.2588 3.4433 0.2777  0.1555
C15 -1.7998 0.9042 -2.1972  0.5527
O2 -1.9954 1.0029 -3.3730  -0.5554
O3 -0.8827 0.0894 -1.6965  -0.2657
H3 -5.3082 6.1102 -2.8377  0.3938
H4 -3.7679 5.2606 -2.9058  0.4090
H5 -4.2678 6.0581 -1.4104  0.3872
H6 -5.5899 3.6128 -2.7211  0.4978
H7 -7.1127 3.4714 -0.8697  0.3756
H8 -7.2703 5.0743 -1.5636  0.4160
H9 -7.1246 5.0667 0.9944  0.5676
H10 -5.9390 6.0885 0.2274  0.3967
H11 -5.6079 5.0725 2.9880  0.6081
H12 -2.3341 2.2915 2.8460  0.6193
H13 -3.7198 2.5175 -2.8415  0.6218
C16 1.5800 -0.6821 -4.8067  -1.0632
N2 1.7688 -0.5980 -3.3538  -0.0358
C17 1.3491 -1.5057 -2.5119  0.5714
N3 0.7313 -2.5985 -2.9129  -0.2874
S1 1.7246 -1.3184 -0.7788  -0.2630
H14 2.0513 0.1846 -5.2579  0.3548
H15 0.5151 -0.6758 -5.0401  0.3804
H16 2.0630 -1.5792 -5.1948  0.3905
H17 2.2652 0.1899 -2.9673  0.2724
H18 0.5742 -2.7959 -3.8915  0.2308
H19 0.4975 -3.3164 -2.2470  0.2400

C48H52F11N5O7S2V | ωB97M-V with the def2-TZVPD basis set

The calculation puts the total energy at -149656.3586 eV. As for the net charge: -2. Its multiplicity is 4. The expectation value of S² is 3.80. For the frontier orbital gap (alpha / beta), the calculation gives 5.2450 / 4.4419 eV. The value obtained for the HOMO energy (alpha / beta) is -1.725 / -1.704 eV.

Last column: Mulliken charge in e.
Geometry (Å):
V1 -0.6387 1.0245 0.0835  0.6409
C1 1.3086 -5.6023 1.5200  -1.4064
C2 1.5259 -4.6765 2.7261  2.2122
C3 1.0767 -5.4185 3.9881  -2.3912
C4 3.0261 -4.3921 2.8780  -1.6886
C5 0.7590 -3.3833 2.4764  -0.0612
C6 1.1680 -2.5633 1.4391  -1.1063
C7 0.4332 -1.4164 1.1380  -0.6968
N1 0.6871 -0.4779 0.2113  0.7195
C8 1.7091 -0.4864 -0.6788  0.5612
C9 2.3093 -1.5606 -1.3263  -0.6061
C10 3.3205 -1.3330 -2.2452  0.1943
C11 3.8261 -0.0344 -2.3581  -0.5819
C12 3.2808 1.0723 -1.7265  -0.2444
C13 2.0944 0.8702 -0.9729  0.2389
O1 1.3125 1.7604 -0.5056  -0.7472
C14 3.9736 2.4197 -1.9030  2.8683
C15 3.9642 2.8354 -3.3805  -1.8399
C16 5.4321 2.2944 -1.4270  -1.8400
C17 3.3294 3.5386 -1.0913  -2.4726
C18 3.8180 -2.4175 -3.1907  2.0228
C19 5.3318 -2.6102 -3.0394  -1.8171
C20 3.4944 -1.9652 -4.6226  -1.5296
C21 3.1330 -3.7679 -2.9599  -1.9753
C22 -0.7432 -1.0506 1.8791  0.0233
O2 -1.2904 0.0194 1.4345  1.1408
C23 -1.1159 -1.8636 2.9801  -0.8531
C24 -0.3650 -3.0084 3.2195  -0.0487
C25 -2.2121 -1.4240 3.9406  3.1920
C26 -2.6969 -2.5550 4.8607  -2.5691
C27 -1.6027 -0.2975 4.7906  -1.5927
C28 -3.4336 -0.8962 3.1856  -1.7105
H1 1.8344 -6.5466 1.6635  0.4742
H2 1.6749 -5.1356 0.6104  0.1147
H3 0.2485 -5.8054 1.3888  0.3166
H4 1.6922 -6.3086 4.1236  0.4668
H5 0.0398 -5.7361 3.9155  0.3720
H6 1.1933 -4.7904 4.8683  0.4221
H7 3.5682 -5.3201 3.0573  0.4699
H8 3.1994 -3.7225 3.7162  0.3646
H9 3.4355 -3.9318 1.9856  0.2695
H10 2.0638 -2.7760 0.8827  0.6865
H11 1.9271 -2.5532 -1.1638  0.1486
H12 4.6788 0.1244 -3.0020  0.4001
H13 4.5127 2.1291 -4.0004  0.3186
H14 4.4212 3.8186 -3.4885  0.4903
H15 2.9423 2.8897 -3.7451  0.2918
H16 5.9672 1.5175 -1.9706  0.2841
H17 5.4511 2.0456 -0.3680  0.4031
H18 5.9543 3.2416 -1.5691  0.4479
H19 2.3025 3.7073 -1.3930  0.2223
H20 3.8862 4.4640 -1.2353  0.5615
H21 3.3173 3.2946 -0.0347  0.4319
H22 5.8587 -1.6746 -3.2057  0.2591
H23 5.7022 -3.3463 -3.7533  0.4815
H24 5.5625 -2.9537 -2.0339  0.3587
H25 4.0213 -1.0481 -4.8679  0.3092
H26 2.4285 -1.7718 -4.7155  0.2192
H27 3.7740 -2.7304 -5.3460  0.4671
H28 3.3217 -4.1348 -1.9542  0.3179
H29 3.5223 -4.5009 -3.6663  0.5126
H30 2.0602 -3.6874 -3.1129  0.2650
H31 -0.6581 -3.6442 4.0366  0.5716
H32 -1.9297 -2.8684 5.5674  0.4187
H33 -3.0121 -3.4141 4.2719  0.3943
H34 -3.5559 -2.2060 5.4320  0.4983
H35 -0.7631 -0.6727 5.3778  0.3429
H36 -2.3449 0.1286 5.4637  0.4630
H37 -1.2351 0.4887 4.1385  0.0738
H38 -3.8494 -1.6714 2.5469  0.4431
H39 -3.1632 -0.0576 2.5523  -0.5143
H40 -4.1974 -0.5738 3.8927  0.6620
F1 -5.9077 0.3615 1.9625  -0.1753
C29 -5.6951 1.4943 1.2923  0.4449
F2 -6.9060 1.9498 0.9286  -0.2567
F3 -5.1948 2.3824 2.1540  -0.2407
S1 -4.5764 1.3907 -0.2441  0.8338
O3 -3.2428 1.3501 0.2590  -0.2283
O4 -5.0027 2.5959 -0.8947  -0.7830
N2 -5.0939 0.1194 -0.9990  -0.5873
S2 -4.2832 -1.2327 -0.9777  0.9181
O5 -3.9912 -1.7291 -2.2877  -0.7070
O6 -3.3458 -1.4338 0.0718  -0.5321
C30 -5.7181 -2.3886 -0.4780  0.3750
F4 -6.7367 -2.3517 -1.3493  -0.2559
F5 -5.3294 -3.6753 -0.4105  -0.2444
F6 -6.2266 -2.0878 0.7211  -0.1930
F7 -1.2608 7.2840 3.8235  -0.3679
C31 -0.9913 6.0462 3.3306  0.8520
C32 -1.6763 4.9294 3.7945  0.0393
F8 -2.6281 5.0935 4.7433  -0.3610
C33 -1.3913 3.6725 3.3092  -0.0032
F9 -2.1280 2.6320 3.7599  -0.2909
C34 -0.3666 3.4060 2.3413  0.7534
O7 -0.0470 2.2543 1.9689  -0.8094
C35 0.2683 4.6062 1.8785  -0.1253
F10 1.1895 4.4826 0.8973  -0.1301
C36 -0.0267 5.8675 2.3450  -0.0125
F11 0.6203 6.9523 1.8566  -0.3916
N3 -1.1582 7.6710 -2.9128  -0.6139
C37 -1.1138 6.6283 -2.4152  -0.1754
C38 -1.0578 5.3531 -1.8568  0.2111
C39 -0.2921 4.3306 -2.4571  -1.3252
C40 -0.2953 3.0773 -1.9068  -0.3505
N4 -0.9618 2.7430 -0.7808  2.3500
C41 -1.7089 3.7107 -0.2232  -0.6461
C42 -1.7937 4.9918 -0.7087  -1.3275
H41 0.2828 4.5330 -3.3508  0.4780
H42 0.2297 2.2798 -2.4154  0.3604
H43 -2.3026 3.4210 0.6342  0.4747
H44 -2.4228 5.7167 -0.2135  0.6208
C43 -0.9360 -2.4110 -1.4783  -1.1192
C44 -0.9158 -1.1416 -2.2512  0.2368
C45 -0.7904 -1.1290 -3.6481  -1.3208
C46 -1.3237 0.0750 -4.0743  -2.0922
C47 -1.7564 0.7471 -2.9209  0.2780
C48 -2.7515 1.8577 -2.9701  -0.9993
N5 -1.4163 0.0428 -1.8055  2.6454
H45 -0.1138 -3.0638 -1.7633  0.3746
H46 -1.8732 -2.9091 -1.7398  0.4726
H47 -0.9572 -2.2526 -0.4091  -0.1959
H48 -0.4165 -1.9364 -4.2521  0.6841
H49 -1.4341 0.4233 -5.0849  0.4991
H50 -3.7135 1.4205 -3.2561  0.3984
H51 -2.4782 2.6104 -3.7137  0.3544
H52 -2.9064 2.3368 -2.0107  -0.3291

C6H11N | ωB97M-V with the def2-TZVPD basis set

The calculation puts the total energy at -7887.1639 eV. The energy relative to the best compared isomer or geometry (same formula, charge and spin) comes out at 77.7 kcal/mol. For the frontier orbital gap, the calculation gives 8.8558 eV. The value obtained for the HOMO energy is -7.860 eV.

Last column: Mulliken charge in e.
Geometry (Å):
C1 1.8313 -0.6257 0.4400  -1.5678
C2 0.4754 0.0795 0.5104  0.4928
C3 0.4701 1.3344 -0.2996  -1.0415
C4 -0.6499 -0.8376 -0.0647  0.4133
C5 -2.0424 -0.4947 0.4815  -1.4320
C6 -0.6741 -0.6356 -1.5819  -0.6336
N1 -0.1636 0.5105 -1.7980  -0.0949
H1 1.8108 -1.5620 1.0065  0.3975
H2 2.6327 -0.0006 0.8492  0.3954
H3 2.0926 -0.8695 -0.5979  0.3306
H4 0.2120 0.2864 1.5505  0.3113
H5 0.3074 1.2305 -2.2711  0.2783
H6 1.4665 1.8183 -0.4119  0.4196
H7 -0.2600 2.1026 -0.0096  0.3180
H8 -0.4295 -1.8856 0.1796  0.3606
H9 -2.8120 -1.1177 0.0163  0.3886
H10 -2.0813 -0.6507 1.5649  0.3579
H11 -2.2904 0.5533 0.2761  0.3059

C2H10N2O3 | ωB97M-V with the def2-TZVPD basis set

The calculation puts the total energy at -11358.2675 eV. The energy relative to the best compared isomer or geometry (same formula, charge and spin) comes out at 40.7 kcal/mol. For the frontier orbital gap, the calculation gives 10.1269 eV. The value obtained for the HOMO energy is -9.580 eV.

Last column: Mulliken charge in e.
Geometry (Å):
N1 -0.1703 0.7891 -1.7136  -0.6546
C1 0.0150 0.8412 -0.2453  -0.5436
N2 -0.8734 -0.0118 0.6167  -0.0829
C2 -2.1432 0.4488 0.9820  0.1120
O1 -2.3921 1.5729 1.2453  -0.4923
H1 0.5723 1.2022 -2.1629  0.2248
H2 -0.8079 1.5623 -1.9333  0.2786
H3 1.0138 0.3411 -0.0477  0.2547
H4 -0.0703 1.7968 0.1463  0.3853
H5 -0.6738 -1.0039 0.6199  0.2511
H6 -2.9381 -0.4328 0.9030  0.2369
O2 1.4558 -1.9541 1.1668  -0.5997
H7 1.8973 -1.5331 0.4272  0.3583
H8 2.1222 -2.2949 1.7924  0.2984
O3 2.6955 -0.9627 -1.4787  -0.6756
H9 3.1298 -1.0874 -2.3109  0.3048
H10 1.7573 -0.9809 -1.6437  0.3440